[1]
Formula: C53H106F5N7O6P
Source: OMol25
Level of theory: ωB97M-V/def2-TZVPD

Its energy above the lowest of the compared OMol25 structures with the same formula, charge and spin is 0.00 kcal/mol. Its net charge is +1. As for the lowest unoccupied orbital energy: -2.779 eV.

Each line ends with the Löwdin charge.
Atoms and positions in Å:
C 0.912 -0.277 1.877  -0.058
C 2.322 0.213 1.511  -0.233
N 2.459 0.567 0.082  0.071
C 3.038 1.818 -0.293  -0.210
C 3.360 1.627 -1.842  -0.357
F 4.399 0.731 -1.899  0.099
F 2.299 0.980 -2.374  0.137
C 3.693 2.793 -2.745  -0.099
C 2.705 3.435 -3.490  0.005
C 3.019 4.473 -4.355  -0.020
C 4.338 4.889 -4.523  0.023
C 5.332 4.233 -3.798  -0.085
C 6.767 4.665 -3.976  -0.584
F 6.998 5.036 -5.252  0.143
F 7.629 3.686 -3.686  0.157
F 7.062 5.724 -3.205  0.150
C 5.012 3.196 -2.938  0.027
N 4.298 2.111 0.515  0.025
C 5.259 0.975 0.689  -0.109
P 6.997 1.306 0.252  0.420
O 7.165 1.770 -1.120  -0.224
O 7.730 -0.081 0.528  -0.081
O 7.573 2.233 1.383  -0.078
C 4.920 3.446 0.194  -0.057
C 3.864 4.538 0.200  -0.113
O 2.656 4.220 -0.440  -0.005
C 2.060 3.004 -0.069  -0.380
C 1.525 3.176 1.359  -0.075
C 0.632 4.443 1.505  -0.134
C -0.769 4.140 2.100  -0.176
C -1.803 5.186 1.626  -0.194
C -2.770 4.695 0.545  -0.197
C -4.073 4.106 1.143  -0.197
C -5.292 4.340 0.257  -0.206
C -5.288 3.530 -1.051  -0.200
C -5.969 2.166 -0.843  -0.197
C -5.522 1.113 -1.850  -0.183
C -4.077 0.646 -1.573  -0.182
C -3.987 -0.593 -0.709  -0.246
O -4.647 -0.468 0.535  -0.177
C -3.796 -0.067 1.572  -0.125
O 0.997 2.920 -1.000  0.116
C 0.078 2.057 -0.735  -0.309
N -0.755 1.346 -0.462  0.266
H 1.028 -0.982 2.695  0.074
H 0.522 -0.814 1.023  0.080
H 0.247 0.524 2.171  0.058
H 2.626 0.965 2.238  0.096
H 2.968 -0.644 1.696  0.105
H 2.937 -0.194 -0.379  0.128
H 1.676 3.132 -3.417  0.119
H 2.238 4.953 -4.919  0.116
H 4.556 5.688 -5.210  0.128
H 5.818 2.683 -2.427  0.085
H 3.934 2.270 1.458  0.152
H 5.254 0.647 1.727  0.103
H 4.972 0.095 0.131  0.103
H 7.332 -0.772 -0.019  0.100
H 8.498 1.995 1.553  0.117
H 5.522 3.411 -0.701  0.095
H 5.596 3.663 1.017  0.138
H 4.287 5.387 -0.324  0.154
H 3.704 4.879 1.224  0.136
H 2.337 3.310 2.073  0.118
H 0.956 2.338 1.732  0.087
H 0.466 4.922 0.550  0.114
H 1.103 5.115 2.210  0.117
H -0.736 4.211 3.184  0.110
H -1.105 3.139 1.844  0.094
H -1.291 6.076 1.263  0.106
H -2.395 5.497 2.480  0.101
H -3.079 5.524 -0.089  0.109
H -2.319 3.961 -0.119  0.091
H -4.265 4.621 2.079  0.104
H -3.909 3.046 1.327  0.095
H -6.169 4.023 0.816  0.109
H -5.355 5.400 0.022  0.107
H -5.812 4.089 -1.823  0.105
H -4.269 3.405 -1.413  0.094
H -7.037 2.333 -0.970  0.107
H -5.730 1.835 0.162  0.100
H -6.150 0.227 -1.836  0.113
H -5.515 1.571 -2.835  0.098
H -3.577 1.450 -1.037  0.075
H -3.515 0.482 -2.489  0.114
H -2.923 -0.778 -0.520  0.100
H -4.339 -1.470 -1.247  0.116
H -3.186 -0.894 1.945  0.085
H -3.109 0.723 1.255  0.058
H -4.399 0.329 2.382  0.089
C 1.762 -0.302 6.941  -0.080
C 2.704 -0.572 5.778  -0.281
N 4.094 -0.299 6.083  -0.196
C 4.935 -0.259 4.909  -0.256
C 5.102 -1.544 4.085  -0.083
C 4.641 -0.996 7.238  -0.236
C 4.573 -2.528 7.249  -0.074
H 1.898 0.709 7.325  0.083
H 0.729 -0.404 6.610  0.075
H 1.911 -1.006 7.760  0.070
H 2.411 0.086 4.951  0.103
H 2.549 -1.605 5.426  0.104
H 5.925 0.106 5.199  0.115
H 4.525 0.519 4.245  0.089
H 5.746 -2.267 4.581  0.063
H 5.577 -1.304 3.126  0.051
H 4.148 -2.022 3.863  0.061
H 4.123 -0.627 8.126  0.106
H 5.677 -0.677 7.372  0.117
H 3.590 -2.900 6.959  0.069
H 4.774 -2.892 8.257  0.077
H 5.318 -2.979 6.594  0.055
C -1.574 -4.181 -4.320  -0.092
C -1.944 -4.527 -2.884  -0.282
N -3.337 -4.891 -2.729  -0.200
C -3.775 -4.923 -1.345  -0.250
C -3.140 -5.958 -0.408  -0.084
C -3.802 -5.981 -3.571  -0.245
C -3.075 -7.328 -3.473  -0.081
H -2.242 -3.417 -4.719  0.079
H -0.554 -3.794 -4.355  0.069
H -1.614 -5.051 -4.975  0.065
H -1.761 -3.643 -2.265  0.112
H -1.258 -5.310 -2.520  0.100
H -4.860 -5.046 -1.323  0.114
H -3.591 -3.928 -0.923  0.096
H -3.503 -6.965 -0.607  0.056
H -3.401 -5.723 0.626  0.070
H -2.051 -5.963 -0.478  0.064
H -3.753 -5.646 -4.610  0.101
H -4.867 -6.130 -3.379  0.115
H -1.990 -7.213 -3.495  0.065
H -3.353 -7.954 -4.322  0.073
H -3.343 -7.876 -2.571  0.055
C 4.541 -3.894 1.099  -0.094
C 5.768 -4.569 1.696  -0.283
N 5.428 -5.599 2.651  -0.199
C 6.557 -6.039 3.454  -0.248
C 7.724 -6.732 2.742  -0.080
C 4.546 -6.647 2.160  -0.242
C 4.990 -7.443 0.927  -0.078
H 3.881 -3.528 1.888  0.064
H 4.850 -3.040 0.487  0.055
H 3.970 -4.561 0.453  0.070
H 6.352 -3.807 2.222  0.105
H 6.405 -4.938 0.876  0.104
H 6.183 -6.694 4.244  0.114
H 6.951 -5.158 3.972  0.104
H 7.469 -7.745 2.432  0.058
H 8.572 -6.811 3.423  0.073
H 8.060 -6.177 1.865  0.066
H 3.576 -6.194 1.938  0.101
H 4.345 -7.337 2.982  0.117
H 5.358 -6.797 0.128  0.066
H 4.141 -8.000 0.528  0.075
H 5.765 -8.169 1.163  0.057
C -10.399 3.859 -2.325  -0.088
C -9.628 3.502 -3.588  -0.277
N -9.239 2.106 -3.640  -0.200
C -8.255 1.816 -4.666  -0.261
C -8.652 2.016 -6.134  -0.083
C -10.321 1.145 -3.507  -0.247
C -11.482 1.224 -4.507  -0.080
H -9.846 3.556 -1.434  0.073
H -10.552 4.938 -2.280  0.073
H -11.383 3.389 -2.298  0.066
H -8.713 4.102 -3.607  0.114
H -10.219 3.809 -4.464  0.103
H -7.903 0.790 -4.530  0.110
H -7.382 2.447 -4.463  0.099
H -9.330 1.238 -6.482  0.056
H -7.761 1.969 -6.763  0.070
H -9.121 2.985 -6.304  0.067
H -10.736 1.245 -2.500  0.101
H -9.892 0.141 -3.530  0.114
H -11.841 2.245 -4.642  0.066
H -12.321 0.630 -4.138  0.072
H -11.212 0.823 -5.482  0.055

=====

[2]
Formula: C44H64BrN2O4PS
Source: OMol25
Level of theory: ωB97M-V/def2-TZVPD

Its multiplicity is 3. The expectation value of S² is 2.008. As for the lowest unoccupied orbital energy: -0.835 eV.

Each line ends with the Löwdin spin population.
Atoms and positions in Å:
C 5.855 0.034 1.568  0.000
C 6.681 -0.836 0.971  0.000
C 6.446 -1.527 -0.319  0.000
C 5.566 -2.620 -0.327  0.000
C 5.296 -3.298 -1.510  0.000
C 5.905 -2.924 -2.689  0.000
C 6.768 -1.845 -2.677  0.000
Br 7.548 -1.389 -4.366  0.000
C 7.072 -1.108 -1.520  0.000
P 8.226 0.318 -1.732  0.000
C 7.075 1.725 -2.072  0.000
C 9.124 0.713 -0.146  0.000
C 8.556 1.942 0.586  0.000
C 4.343 -4.434 -1.477  0.000
O 4.470 -5.393 -2.191  0.000
C 3.234 -4.319 -0.493  0.000
C 1.927 -4.926 -0.932  0.000
C 1.425 -6.099 -0.078  0.000
C 0.622 -7.086 -0.942  0.000
S -0.798 -6.289 -1.754  0.000
C 3.488 -3.711 0.674  0.000
C 2.475 -3.573 1.793  0.000
C 1.430 -2.483 1.615  0.000
C 0.198 -2.810 1.041  0.000
C -0.802 -1.866 0.857  0.000
C -0.618 -0.552 1.269  0.000
C 0.596 -0.220 1.851  0.000
C 1.612 -1.161 2.037  0.000
C 2.881 -0.686 2.702  0.000
C 4.873 -3.152 0.898  0.000
O 5.385 -3.188 1.986  0.000
H 5.677 -0.063 2.634  0.000
H 5.400 0.884 1.071  0.000
H 7.595 -1.104 1.495  0.000
H 5.691 -3.478 -3.591  0.000
H 7.701 2.601 -2.219  0.000
H 6.322 1.871 -1.304  0.000
H 6.627 1.490 -3.035  0.000
H 10.145 0.970 -0.410  0.000
H 9.122 -0.129 0.539  0.000
H 9.008 2.057 1.571  0.000
H 7.486 1.879 0.741  0.000
H 8.754 2.858 0.031  0.000
H 2.085 -5.313 -1.938  0.000
H 1.188 -4.139 -1.045  0.000
H 2.243 -6.643 0.393  0.000
H 0.744 -5.757 0.701  0.000
H 1.276 -7.451 -1.730  0.000
H 0.268 -7.920 -0.342  0.000
H -1.310 -5.572 -0.740  0.000
H 1.986 -4.522 1.989  0.000
H 3.033 -3.355 2.703  0.000
H 0.008 -3.820 0.706  0.000
H -1.734 -2.175 0.404  0.000
H -1.405 0.175 1.133  0.000
H 0.769 0.800 2.175  0.000
H 3.155 0.284 2.298  0.000
H 3.684 -1.399 2.576  0.000
H 2.715 -0.552 3.773  0.000
C -6.983 2.240 3.193  0.003
C -6.373 1.458 2.005  0.026
C -7.448 0.588 1.349  0.014
C -7.793 -0.673 2.139  0.001
C -6.529 -1.454 2.494  0.015
C -5.485 -0.604 3.218  0.027
N -5.199 0.656 2.467  0.361
O -4.452 0.389 1.444  0.544
C -5.976 -0.295 4.645  0.002
C -4.210 -1.419 3.419  -0.001
C -5.925 2.518 1.006  -0.001
H -6.223 2.487 3.935  0.002
H -7.412 3.183 2.855  0.000
H -7.788 1.702 3.691  0.000
H -7.107 0.285 0.354  0.002
H -8.349 1.186 1.197  0.001
H -8.353 -0.418 3.044  0.000
H -8.456 -1.303 1.543  0.001
H -6.789 -2.313 3.116  0.001
H -6.096 -1.860 1.574  0.003
H -5.294 0.390 5.150  0.001
H -6.015 -1.216 5.227  0.000
H -6.976 0.129 4.686  0.000
H -3.806 -1.800 2.482  -0.001
H -4.423 -2.284 4.046  0.000
H -3.431 -0.832 3.909  0.000
H -5.131 3.141 1.422  0.000
H -6.761 3.167 0.747  0.000
H -5.565 2.078 0.077  0.000
C -1.011 4.039 -0.871  0.003
C -2.330 4.254 -1.653  0.026
C -3.064 2.921 -1.810  0.014
C -2.462 1.998 -2.869  0.001
C -2.284 2.737 -4.194  0.015
C -1.483 4.032 -4.049  0.027
N -2.045 4.898 -2.971  0.357
O -3.117 5.481 -3.405  0.549
C -0.007 3.695 -3.770  0.002
C -1.470 4.776 -5.380  -0.001
C -3.172 5.173 -0.772  -0.001
H -0.274 4.801 -1.125  0.002
H -1.183 4.108 0.202  0.000
H -0.568 3.058 -1.045  0.000
H -4.109 3.112 -2.078  0.002
H -3.085 2.403 -0.847  0.001
H -1.507 1.591 -2.525  0.000
H -3.120 1.140 -3.016  0.001
H -1.790 2.086 -4.918  0.001
H -3.272 2.963 -4.608  0.003
H 0.566 4.601 -3.567  0.001
H 0.433 3.213 -4.644  0.000
H 0.141 3.007 -2.941  0.000
H -2.473 4.982 -5.749  -0.001
H -0.965 4.170 -6.132  0.000
H -0.936 5.724 -5.294  0.000
H -2.700 6.151 -0.656  0.000
H -3.280 4.726 0.216  0.000
H -4.175 5.321 -1.169  -0.001

=====

[3]
Formula: C2H3N2OS
Source: OMol25
Level of theory: ωB97M-V/def2-TZVPD

Its energy above the lowest of the compared OMol25 structures with the same formula, charge and spin is 22.93 kcal/mol. Its net charge is -1. As for the lowest unoccupied orbital energy: 3.695 eV.

Each line ends with the natural charge from an NBO analysis.
Atoms and positions in Å:
C -4.192 0.407 -0.103  0.452
C -0.055 0.248 -0.099  -0.509
N -2.187 0.545 0.713  -0.334
N -1.493 -0.090 -0.068  -0.276
O -4.274 1.579 -0.321  -0.585
S -4.808 -1.086 -0.016  -0.278
H 0.290 0.095 -1.100  0.175
H 0.634 -0.235 0.605  0.178
H -0.024 1.332 0.042  0.177